(i)
This record from the Open Molecules 2025 dataset describes one molecule with the formula C5H6ClN. The level of theory is wB97M-V/def2-TZVPD.

Each line ends with the Löwdin charge.
Atoms and positions in Å:
C  0.7042  0.8123  -0.5547  -0.641
C  1.2943  0.0968  0.6253  -0.119
C  0.3560  -0.5356  1.3106  -0.031
C  -0.9628  -0.4949  0.5533  -0.226
C  -0.7037  0.3280  -0.6392  -0.345
H  0.7532  1.8721  -0.4250  0.091
H  2.3891  0.1671  0.8485  0.124
H  0.5728  -1.0266  2.2581  0.104
H  -1.9328  -0.4739  1.0295  0.133
H  -1.8022  -1.2387  -1.1568  0.090
H  -1.4469  1.0641  -0.9745  0.152
N  -0.8728  -1.0974  -0.8072  0.096
Cl  1.6516  0.5267  -2.0679  0.573

Computed properties:
SMILES string ... Cl[C@@H]1C=C[C@@H]2N[C@H]12
Molecular weight ... 115.563 g mol⁻¹
HOMO ... -9.471 eV
LUMO energy ... 0.926 eV

(ii)
This record from the Open Molecules 2025 dataset describes C5H6ClN as an isolated structure. The level of theory is wB97M-V/def2-TZVPD.

Each line ends with the Löwdin charge.
Atoms and positions in Å:
C  -2.1228  -0.1934  0.4266  -0.259
C  -0.6784  -2.1489  0.6617  0.002
C  -0.9521  -0.9169  0.5013  -0.227
C  0.4452  1.4120  1.2017  -0.146
C  0.6277  0.3342  0.1287  -0.554
N  -3.1107  0.3781  0.2276  0.171
Cl  2.1201  -0.6532  0.3520  0.572
H  0.4703  -2.4912  0.5916  0.074
H  -1.4073  -2.9455  0.6661  0.073
H  0.7449  0.9490  2.1959  0.102
H  1.0964  2.2407  0.8917  0.078
H  -0.6221  1.5864  1.0241  0.054
H  0.5376  0.5871  -0.8970  0.060

Computed properties:
Molecular weight ... 115.563 g mol⁻¹
HOMO ... -10.122 eV
LUMO energy ... 0.492 eV

Which of them is least stable? Easy: (ii).

(i)
This record from the Open Molecules 2025 dataset describes a 2-piece molecular cluster, C6H18N2 overall. The level of theory is wB97M-V/def2-TZVPD.

Each line ends with the Löwdin charge.
Atoms and positions in Å:
N  0.1164  5.9276  -3.2919  -0.148
C  0.3544  5.8317  -1.8401  -0.139
C  -0.7497  4.8503  -5.3336  -0.122
C  -0.8170  4.9534  -3.8132  -0.352
H  -0.3031  6.8401  -3.5115  0.108
H  1.1785  6.4996  -1.5377  0.074
H  0.6382  4.7927  -1.6023  0.076
H  -0.5435  6.0938  -1.2555  0.071
H  -0.9420  5.8215  -5.8199  0.068
H  -1.5576  4.1522  -5.6103  0.070
H  0.2059  4.4503  -5.7124  0.074
H  -0.4510  3.9487  -3.5265  0.109
H  -1.8865  5.0143  -3.5339  0.111
N  0.2566  -2.3713  -2.1835  -0.161
C  -1.1031  -2.3494  -2.5765  -0.197
C  2.6143  -2.3789  -3.0487  -0.101
C  1.0977  -2.4378  -3.3921  -0.309
H  0.4105  -1.4316  -1.7961  0.107
H  -1.6966  -2.4030  -1.6483  0.081
H  -1.2865  -3.2643  -3.1647  0.082
H  -1.4446  -1.4798  -3.1627  0.078
H  3.0192  -3.2433  -2.4960  0.070
H  2.7679  -1.4704  -2.4423  0.065
H  3.1749  -2.2709  -3.9924  0.066
H  0.8680  -3.3417  -3.9885  0.111
H  0.8346  -1.5543  -4.0050  0.105

Computed properties:
SMILES string ... CCNC.CCNC
Molecular weight ... 118.224 g mol⁻¹
HOMO ... -8.966 eV
LUMO energy ... 0.799 eV

(ii)
This record from the Open Molecules 2025 dataset describes a 2-piece molecular cluster, C6H18N2 overall. The level of theory is wB97M-V/def2-TZVPD.

Each line ends with the Löwdin charge.
Atoms and positions in Å:
N  2.6982  0.2714  3.1269  -0.034
C  -1.2080  0.1435  2.7641  -0.111
C  1.4368  0.0871  2.4465  -0.340
C  0.2162  0.3643  3.3890  -0.243
H  3.5018  0.0370  2.5337  0.072
H  2.7169  -0.3943  3.9074  0.067
H  -1.8768  -0.3041  3.5185  0.066
H  -1.1789  -0.5189  1.8826  0.053
H  -1.6247  1.1179  2.4584  0.066
H  1.2911  -0.9506  2.0894  0.099
H  1.4770  0.7462  1.5581  0.110
H  0.1634  1.4256  3.6993  0.100
H  0.4195  -0.2411  4.2933  0.099
N  0.1538  -1.1443  -1.3169  -0.037
C  -1.1369  0.6578  -4.3604  -0.141
C  -0.1695  -0.0253  -2.1985  -0.327
C  -0.8597  -0.5071  -3.4590  -0.291
H  0.4310  -0.8384  -0.3776  0.040
H  -0.6691  -1.7437  -1.1897  0.066
H  -0.2135  1.2416  -4.5132  0.076
H  -1.8685  1.2895  -3.8290  0.077
H  -1.5524  0.3921  -5.3469  0.075
H  0.8157  0.4591  -2.3405  0.117
H  -0.7914  0.6512  -1.5812  0.112
H  -1.8553  -0.8982  -3.1737  0.111
H  -0.3164  -1.3183  -3.9807  0.117

Computed properties:
SMILES string ... CCCN.CCCN
Molecular weight ... 118.224 g mol⁻¹
HOMO ... -9.054 eV
LUMO energy ... 1.018 eV

Which of them is least stable? Easy: (i).

(i)
This record from the Open Molecules 2025 dataset describes one molecule with the formula C18H23N5OS. The level of theory is wB97M-V/def2-TZVPD.

Each line ends with the Löwdin charge.
Atoms and positions in Å:
C  -5.1276  -3.7280  -0.6841  -0.108
C  -4.5219  -2.3385  -0.8263  -0.232
H  -5.2163  -1.6820  -1.3556  0.106
H  -3.6013  -2.3945  -1.4104  0.115
C  -4.1978  -1.7360  0.5432  -0.145
N  -3.6319  -0.4169  0.4249  0.013
C  -2.3127  -0.1392  0.4428  -0.215
N  -1.3121  -0.9775  0.6262  0.146
C  -0.1210  -0.3646  0.5982  -0.671
N  0.1105  0.9293  0.4138  -0.001
N  -0.8813  1.7591  0.2282  0.103
C  -2.1008  1.2666  0.2371  -0.146
C  -3.4039  1.8418  0.0750  -0.097
C  -3.8587  3.1325  -0.1520  -0.010
C  -5.2216  3.3352  -0.2596  -0.089
C  -6.1158  2.2752  -0.1422  -0.081
C  -5.6814  0.9801  0.0841  -0.013
C  -4.3177  0.7667  0.1918  -0.146
H  -6.3875  0.1692  0.1731  0.108
H  -7.1750  2.4657  -0.2305  0.103
H  -5.6026  4.3293  -0.4371  0.101
H  -3.1552  3.9449  -0.2397  0.117
S  1.2474  -1.4166  0.8276  0.971
C  2.6325  -0.2260  0.7332  -0.449
H  2.7713  0.1826  1.7324  0.070
H  2.3289  0.5684  0.0547  0.072
C  3.8777  -0.9372  0.2207  -0.285
N  4.9193  0.0181  -0.1088  -0.181
C  5.5699  0.5746  1.0660  -0.168
C  6.5745  1.6394  0.6254  -0.197
O  7.5409  1.1085  -0.2497  -0.133
C  6.9183  0.5487  -1.3811  -0.200
C  5.9288  -0.5483  -0.9882  -0.174
H  5.4419  -0.9347  -1.8857  0.124
H  6.4778  -1.3720  -0.4980  0.131
H  7.7178  0.1428  -2.0033  0.125
H  6.3806  1.3318  -1.9364  0.127
H  7.1212  2.0328  1.4842  0.125
H  6.0311  2.4573  0.1289  0.128
H  4.8209  1.0380  1.7083  0.118
H  6.0978  -0.2092  1.6394  0.132
H  4.2151  -1.6834  0.9614  0.123
H  3.6146  -1.4720  -0.6955  0.110
H  -3.4567  -2.3557  1.0537  0.127
H  -5.1018  -1.6790  1.1571  0.129
H  -5.3487  -4.1463  -1.6625  0.071
H  -4.4357  -4.3936  -0.1737  0.075
H  -6.0516  -3.6873  -0.1112  0.072

Computed properties:
SMILES string ... CCCn1c2ccccc2c2nnc(SCCN3CCOCC3)nc21
Molecular weight ... 357.483 g mol⁻¹
HOMO ... -8.253 eV
LUMO energy ... -0.027 eV

(ii)
This record from the Open Molecules 2025 dataset describes one molecule with the formula C18H23N5OS. The level of theory is wB97M-V/def2-TZVPD.

Each line ends with the Löwdin charge.
Atoms and positions in Å:
N  -10.5344  1.0383  -1.4677  0.171
C  -9.5648  0.5491  -1.0977  -0.219
C  -8.3678  -0.0448  -0.5972  -0.618
N  -8.0903  -1.2837  -0.7650  0.058
N  -6.9146  -1.5815  -0.1883  -0.002
C  -6.2017  -0.5662  0.4450  -0.632
N  -5.0916  -0.5888  1.0306  0.030
C  -4.3467  -1.8305  1.1388  -0.213
C  -3.1610  -1.8490  0.1836  -0.295
C  -2.3779  -3.1781  0.2739  -0.150
C  -0.9067  -2.7932  0.1350  -0.136
C  -0.8348  -1.4346  0.8367  -0.294
N  0.3790  -0.6844  0.5765  0.103
C  0.6983  -0.1126  -0.6155  -0.501
O  0.0373  -0.2264  -1.6288  0.069
C  1.9657  0.6215  -0.5841  0.104
C  2.9998  1.2274  -0.5953  0.030
C  4.2643  1.9599  -0.5985  -0.333
C  4.7112  2.3283  0.8198  -0.169
C  6.0014  3.1411  0.7818  -0.205
C  7.1076  2.4020  0.0358  -0.212
C  6.6606  1.9705  -1.3571  -0.204
C  5.3661  1.1650  -1.3080  -0.166
C  -2.1430  -0.7234  0.4614  -0.092
S  -7.1855  0.9027  0.2837  1.084
H  -6.5848  -2.5217  -0.3089  0.141
H  -3.9771  -1.9061  2.1664  0.124
H  -4.9583  -2.7297  0.9718  0.107
H  -3.5494  -1.7317  -0.8313  0.141
H  -2.5551  -3.6604  1.2412  0.113
H  -2.6882  -3.8853  -0.4955  0.112
H  -0.2224  -3.5215  0.5732  0.114
H  -0.6341  -2.6742  -0.9155  0.117
H  -0.8454  -1.6183  1.9141  0.151
H  1.0358  -0.5502  1.3252  0.138
H  4.1067  2.8903  -1.1577  0.154
H  3.9223  2.8802  1.3335  0.117
H  4.8786  1.4062  1.3864  0.124
H  5.8104  4.1030  0.2930  0.116
H  6.3251  3.3679  1.7998  0.109
H  7.9942  3.0358  -0.0377  0.108
H  7.4028  1.5173  0.6110  0.114
H  6.5135  2.8565  -1.9848  0.116
H  7.4446  1.3781  -1.8334  0.109
H  5.5370  0.2328  -0.7597  0.125
H  5.0444  0.8884  -2.3130  0.119
H  -1.9974  -0.1184  -0.4294  0.109
H  -2.4737  -0.0481  1.2519  0.115

Computed properties:
SMILES string ... N#Cc1n[nH]/c(=N\C[C@@H]2CC[C@@H](NC(=O)C#CC3CCCCC3)C2)s1
Molecular weight ... 357.483 g mol⁻¹
HOMO ... -8.804 eV
LUMO energy ... 0.139 eV

Which of them is least stable? Easy: (ii).

(i)
This record from the Open Molecules 2025 dataset describes one molecule with the formula ClFHOPS. The level of theory is wB97M-V/def2-TZVPD.

Each line ends with the Löwdin charge.
Atoms and positions in Å:
O  -0.4161  0.4940  0.4020  -0.241
F  -1.4791  -0.0385  -1.7243  -0.276
P  -1.8422  0.0511  -0.1243  -0.198
S  -3.3253  1.1812  0.3368  0.281
Cl  -1.9216  -1.9240  0.2492  0.355
H  0.3238  -0.0132  0.0525  0.079

Computed properties:
SMILES string ... O[P@](F)(=S)Cl
Molecular weight ... 134.499 g mol⁻¹
HOMO ... -10.052 eV
LUMO energy ... 0.260 eV

(ii)
This record from the Open Molecules 2025 dataset describes one molecule with the formula ClFHOPS. The level of theory is wB97M-V/def2-TZVPD.

Each line ends with the Löwdin charge.
Atoms and positions in Å:
O  -0.3001  0.2888  -0.4353  -0.216
F  0.2024  1.2859  -2.6280  -0.295
P  0.8719  1.0912  -1.1039  -0.010
S  2.6196  0.3435  -0.8855  0.305
Cl  0.5411  3.2850  -0.6581  0.152
H  -0.7442  -0.0199  -1.2189  0.064

Computed properties:
SMILES string ... O[P@](F)(=S)Cl
Molecular weight ... 134.499 g mol⁻¹
HOMO ... -10.381 eV
LUMO energy ... -0.681 eV

Which of them is least stable? Easy: (ii).

(i)
This record from the Open Molecules 2025 dataset describes a 2-piece molecular cluster, C5H11IN overall. The level of theory is wB97M-V/def2-TZVPD.

Each line ends with the Löwdin charge.
Atoms and positions in Å:
C  1.8681  1.0986  -0.6115  -0.108
C  0.4883  0.8987  -0.0162  -0.259
C  -0.6108  -0.8737  1.6478  0.001
C  0.2351  -1.5336  -0.6922  -0.017
C  0.0063  -0.4531  0.3279  -0.130
N  0.7420  1.1943  -1.3897  0.045
I  -3.0392  0.2217  -1.0745  0.645
H  2.4623  1.9426  -0.3025  0.124
H  2.6141  0.2581  -0.8741  0.157
H  0.1423  1.7043  0.7845  0.204
H  -1.1127  -1.8018  1.5238  0.090
H  -1.3614  -0.1281  1.9433  0.103
H  0.1051  -0.8660  2.3887  0.090
H  0.4479  -2.5441  -0.2865  0.126
H  -0.5244  -1.6430  -1.5205  0.115
H  1.0853  -1.1900  -1.1657  0.041
H  0.5351  2.1642  -1.6897  0.160
H  -4.4579  -0.2497  -1.2719  -0.386

Computed properties:
Net charge ... +1
Molecular weight ... 212.054 g mol⁻¹
HOMO ... -13.535 eV
LUMO energy ... -6.103 eV

(ii)
This record from the Open Molecules 2025 dataset describes an isolated ion of composition C5H11IN and charge +1. The level of theory is wB97M-V/def2-TZVPD.

Each line ends with the Löwdin charge.
Atoms and positions in Å:
C  -0.9149  0.9125  -1.3165  0.002
C  -0.8694  0.6021  0.1462  -0.258
C  1.4447  0.6399  1.3792  -0.141
C  0.9136  -1.1626  -0.3999  -0.104
C  0.3904  -0.1961  0.7037  -0.710
N  -1.7192  -0.1427  -0.7151  0.110
I  -0.5297  -1.4246  2.4094  0.818
H  -1.3440  1.8706  -1.7137  0.163
H  -0.0935  0.6895  -1.9504  0.115
H  -1.3811  1.4008  0.6114  0.152
H  2.1308  0.0600  2.0347  0.099
H  0.9772  1.3853  1.9524  0.064
H  2.0768  1.1421  0.6697  0.089
H  1.6235  -1.9674  -0.1353  0.119
H  0.1502  -1.6853  -0.8558  0.029
H  1.3481  -0.7117  -1.2288  0.065
H  -2.7105  -0.2081  -0.7107  0.176
H  -1.4930  -1.2040  -0.8804  0.214

Computed properties:
SMILES string ... CC(C)(I)[C@H]1C[NH2+]1
Net charge ... +1
Molecular weight ... 212.054 g mol⁻¹
HOMO ... -13.184 eV
LUMO energy ... -3.519 eV

Which of them is least stable? Easy: (i).

(i)
This record from the Open Molecules 2025 dataset describes a 7-piece molecular cluster, H14O6S overall. The level of theory is wB97M-V/def2-TZVPD.

Each line ends with the Löwdin charge.
Atoms and positions in Å:
S  4.2981  -1.3228  -2.7962  0.482
H  4.7687  -0.2903  -3.5039  -0.227
H  3.8274  -0.5347  -1.8230  -0.250
H  1.4337  -2.1311  2.4804  0.046
H  0.2586  -1.1377  2.4879  0.005
O  1.1723  -1.2595  2.1708  -0.071
H  -1.8004  2.9019  0.6713  0.049
H  -0.8057  1.7231  0.6557  -0.003
O  -1.3706  2.2519  1.2434  -0.063
H  1.6364  0.8426  -0.3717  0.057
H  0.8565  0.1262  0.7421  0.032
O  0.7516  0.7327  -0.0166  -0.050
H  -0.9802  0.6546  -2.9942  0.057
H  -0.3061  0.2607  -1.7242  0.008
O  -0.9004  -0.1124  -2.4005  -0.068
H  -2.1875  -0.7447  1.8418  0.024
H  -1.2902  0.4262  2.2865  0.014
O  -1.4850  -0.5028  2.4574  -0.059
H  -3.2524  -0.1353  -0.2979  0.051
H  -2.0804  -0.9822  -0.9624  0.018
O  -2.5446  -0.7665  -0.1467  -0.052

Computed properties:
SMILES string ... O.O.O.O.O.O.S
Molecular weight ... 142.173 g mol⁻¹
HOMO ... -9.952 eV
LUMO energy ... 0.225 eV

(ii)
This record from the Open Molecules 2025 dataset describes a 7-piece molecular cluster, H14O6S overall. The level of theory is wB97M-V/def2-TZVPD.

Each line ends with the Löwdin charge.
Atoms and positions in Å:
S  -0.9134  3.4315  -1.1426  0.503
H  -0.5963  4.0328  -2.2861  -0.227
H  0.2978  2.8712  -1.0142  -0.221
H  -0.0193  1.7972  2.9463  0.041
H  0.9037  0.6066  3.1066  0.041
O  0.3572  1.0609  2.4541  -0.047
H  1.9488  -0.4555  0.5923  -0.015
H  3.2890  -0.2916  1.3752  0.041
O  2.6050  -0.9228  1.1365  -0.065
H  0.0614  0.1598  0.1208  0.006
H  0.1780  0.6961  -1.2778  0.014
O  0.7251  0.3504  -0.5620  -0.085
H  -3.1180  -0.1572  0.4891  0.039
H  -1.8947  -1.1451  0.3495  -0.005
O  -2.3412  -0.3765  -0.0256  -0.061
H  -0.2181  -2.6799  0.1377  0.068
H  0.6209  -2.1109  1.2119  0.045
O  -0.2700  -2.0188  0.8418  -0.052
H  -1.0395  -2.0186  -3.2567  0.038
H  -0.4011  -1.1014  -2.2512  -0.005
O  -0.1752  -1.7284  -2.9458  -0.052

Computed properties:
SMILES string ... O.O.O.O.O.O.S
Molecular weight ... 142.173 g mol⁻¹
HOMO ... -9.758 eV
LUMO energy ... 0.436 eV

Which of them is least stable? Easy: (ii).